Entry 1:
Computed, not measured: a 9-piece molecular cluster, C36H49BrN8O4P2S2 overall, with the ωB97M-V functional and the def2-TZVPD basis.

Geometry as XYZ:
```
102
Properties=species:S:1:pos:R:3:forces:R:3:mulliken_charge:R:1
O 1.361825 -1.266294 5.441357 0.4201 -0.7593 0.3979 -0.65
P 0.613007 -0.250687 4.707440 0.2290 -0.0983 -0.1103 0.43
C 1.163712 -0.003119 2.947567 -0.7713 1.1206 0.5367 -0.12
C 0.030223 0.725666 2.206449 0.0421 -0.9717 -0.1683 -0.53
Br -1.051361 -0.627718 1.287778 -0.0491 -0.0437 0.0889 -0.16
C 0.463039 1.706837 1.157068 -0.0177 0.4145 -0.1520 -1.56
C 1.412224 2.799743 1.658852 -0.0648 -0.2577 -0.6577 -0.24
P 2.626744 3.245868 0.327129 0.8467 1.3958 -0.0010 0.38
S 3.672274 4.835400 0.688162 0.0305 -0.0293 0.1492 -0.44
O 2.049259 2.493793 2.907554 -0.2050 -0.3558 -0.3144 -0.24
S 2.635553 1.019307 3.023197 0.1908 -0.6369 0.0829 1.33
O 3.151506 0.917757 4.319116 0.3506 0.2154 1.8956 -0.64
O 3.517824 0.711978 1.961950 -0.0179 0.0937 -1.5156 -0.65
H -0.749558 -0.556401 4.536527 -0.1013 0.2335 -0.1313 0.07
H 0.665478 1.031064 5.274061 -0.2713 0.1836 -0.2547 0.04
H 1.384757 -0.980543 2.535972 0.3886 -0.0920 -0.1848 0.66
H -0.650009 1.159449 2.928259 -0.1507 0.3685 0.0548 0.62
H 0.901771 1.184428 0.311932 0.1233 -0.3379 -0.0576 0.44
H -0.430772 2.200971 0.794374 -0.1572 0.0834 -0.2221 0.61
H 0.839784 3.703140 1.821350 0.1279 0.3360 0.3408 0.62
H 1.801360 3.442111 -0.796753 -0.2843 -0.4590 0.0962 0.02
H 3.424233 2.143006 0.010299 -0.4244 -0.3404 -0.0038 0.03
N 2.303297 6.158167 3.738117 -0.0058 -0.0712 0.0005 0.08
C 2.110064 5.478056 4.907923 0.0015 -0.0259 -0.0283 -0.50
C 1.198905 6.177954 5.655520 -0.0389 -0.0286 0.0024 -0.49
C 0.828095 7.324924 4.902894 -0.0366 0.0043 -0.0077 -0.50
C 1.526762 7.282063 3.724753 0.0060 -0.0193 -0.0092 -0.45
H 2.922419 5.869702 2.998949 -0.0002 -0.0252 -0.0709 0.14
H 2.635973 4.559781 5.107809 0.0269 0.0097 0.0221 0.46
H 0.840066 5.900350 6.632369 0.0044 0.0087 0.0163 0.42
H 0.130791 8.092482 5.193381 -0.0017 0.0095 0.0080 0.40
H 1.537346 7.952224 2.882623 0.0078 0.0249 0.0049 0.39
N -0.429739 2.659488 -2.982398 0.0392 0.0028 0.0436 0.19
C -0.365221 2.140780 -4.247979 -0.0595 -0.0566 0.0712 -1.00
C -0.644860 3.153394 -5.123940 -0.0434 0.0072 -0.0721 -0.28
C -0.881975 4.328758 -4.360222 -0.0218 0.0209 -0.0377 -0.69
C -0.740925 3.992802 -3.042354 0.0026 -0.0623 0.0553 -0.32
H -0.272481 2.139675 -2.139126 -0.0181 -0.0168 -0.0246 0.13
H -0.126662 1.104073 -4.414503 0.0243 -0.0004 -0.0211 0.48
H -0.668258 3.060724 -6.197018 0.1016 -0.0104 -0.0133 0.59
H -1.124877 5.308464 -4.736258 0.0265 0.0157 -0.0032 0.45
H -0.833692 4.584583 -2.147824 -0.0175 0.0239 -0.0060 0.43
N 2.686116 -3.586289 4.113374 0.1401 0.0456 -0.0048 0.20
C 3.620119 -4.538346 3.832676 0.0116 0.0295 0.0108 -0.84
C 3.051894 -5.453668 2.983814 0.0025 -0.0176 -0.0179 -0.30
C 1.712756 -5.033894 2.747627 0.0294 0.0923 -0.0750 -0.92
C 1.524011 -3.879050 3.462743 -0.0454 0.1151 -0.0095 -0.37
H 2.815336 -2.791182 4.719979 -0.1744 -0.0279 0.0645 0.23
H 4.608444 -4.485445 4.254993 0.0143 -0.0272 -0.0024 0.45
H 3.541998 -6.325046 2.580118 0.0291 0.0219 -0.0315 0.47
H 0.976679 -5.519895 2.128286 -0.0033 0.0307 -0.0365 0.59
H 0.662252 -3.242853 3.569393 -0.0710 -0.0862 0.0466 0.53
N -2.508558 4.674613 -7.943597 0.0310 -0.0181 0.0381 0.04
C -2.445332 4.161753 -9.210262 -0.0094 -0.0158 0.0390 -0.40
C -2.720694 5.176134 -10.086863 0.0075 0.0018 -0.0226 -0.47
C -2.956709 6.347829 -9.318077 0.0003 0.0224 -0.0100 -0.47
C -2.817137 6.006031 -8.000152 -0.0015 -0.0302 0.0279 -0.38
H -2.355342 4.152586 -7.099864 -0.0455 0.0250 0.0059 0.23
H -2.211350 3.124747 -9.378235 -0.0073 -0.0093 -0.0184 0.35
H -2.749436 5.089249 -11.159688 0.0018 0.0024 -0.0108 0.39
H -3.200509 7.328161 -9.690720 0.0002 0.0092 -0.0064 0.39
H -2.910772 6.592677 -7.102733 -0.0161 0.0162 0.0003 0.36
N -4.358499 -1.640169 2.393453 0.0194 0.0321 0.0435 0.16
C -4.933339 -1.601372 3.635691 0.0372 0.0198 -0.0301 -0.39
C -6.013984 -2.440724 3.622920 -0.0114 -0.0062 0.0201 -0.55
C -6.093438 -3.008833 2.322731 -0.0122 -0.0170 -0.0048 -0.47
C -5.058799 -2.495923 1.588402 0.0267 0.0127 0.0020 0.02
H -3.546809 -1.117942 2.116756 -0.0750 -0.0313 0.0208 0.12
H -4.526410 -0.983734 4.417916 -0.0179 0.0058 0.0173 0.36
H -6.674738 -2.627506 4.452294 -0.0064 -0.0064 0.0073 0.40
H -6.827138 -3.712462 1.968038 -0.0067 -0.0089 -0.0012 0.39
H -4.763862 -2.663135 0.567321 -0.0329 0.0183 -0.0336 -0.04
N 1.120120 -8.181548 3.338963 0.0329 0.0176 -0.0110 0.10
C 1.597152 -9.261153 2.650654 0.0137 0.0244 0.0219 -0.32
C 0.710638 -10.292869 2.816186 0.0077 -0.0148 -0.0205 -0.59
C -0.344920 -9.812804 3.636647 -0.0240 0.0000 0.0064 -0.53
C -0.061946 -8.506791 3.940456 0.0106 0.0143 0.0054 -0.40
H 1.570642 -7.281515 3.395195 -0.0647 -0.1168 0.0836 0.26
H 2.522591 -9.204828 2.103439 0.0098 -0.0212 -0.0033 0.34
H 0.807446 -11.279840 2.396233 -0.0019 -0.0082 -0.0053 0.38
H -1.211008 -10.362126 3.965211 -0.0076 -0.0059 0.0010 0.39
H -0.599071 -7.784543 4.530775 -0.0089 -0.0037 0.0145 0.36
N 4.710886 -0.169814 -1.929870 -0.0576 0.0213 0.0252 0.04
C 3.855500 0.190683 -2.938722 -0.0112 0.0293 0.1365 -0.45
C 4.588890 0.317519 -4.086711 -0.0153 0.0110 -0.0205 -0.45
C 5.938554 0.018220 -3.759965 0.0239 -0.0081 -0.0072 -0.44
C 5.980804 -0.279361 -2.424702 -0.0107 0.0181 0.0228 -0.50
H 4.449920 -0.330798 -0.973439 0.0232 -0.0454 -0.0164 0.19
H 2.803065 0.325035 -2.753198 -0.0161 -0.0164 -0.0254 0.45
H 4.202230 0.592936 -5.053215 -0.0014 0.0035 -0.0100 0.40
H 6.781476 0.021058 -4.429624 0.0058 -0.0017 -0.0099 0.39
H 6.801394 -0.558293 -1.787137 0.0189 0.0034 -0.0027 0.38
N -3.516719 -1.101515 -3.359258 0.0536 0.0255 0.0130 0.09
C -3.497782 -1.786765 -2.174268 0.0034 0.0445 -0.0309 -0.22
C -4.285148 -2.897552 -2.319879 0.0244 0.0034 0.0292 -0.45
C -4.796340 -2.882209 -3.645037 -0.0171 -0.0188 -0.0172 -0.61
C -4.303709 -1.763808 -4.260355 0.0125 0.0328 0.0039 -0.46
H -3.030077 -0.242419 -3.540873 -0.0291 -0.0093 -0.0074 0.17
H -2.926914 -1.424529 -1.336150 -0.0062 -0.0050 0.0182 0.29
H -4.474020 -3.641982 -1.564923 0.0084 -0.0317 -0.0113 0.42
H -5.450273 -3.610001 -4.093973 -0.0066 -0.0109 0.0002 0.39
H -4.445139 -1.384014 -5.257115 -0.0170 -0.0038 -0.0117 0.37
```
Forces are in eV/Å.

Its HOMO-LUMO gap is 7.18 eV. As for the SMILES: O=[PH2][C@H]1[C@H](Br)C[C@H]([PH2]=S)OS1(=O)=O.c1cc[nH]c1.c1cc[nH]c1.c1cc[nH]c1.c1cc[nH]c1.c1cc[nH]c1.c1cc[nH]c1.c1cc[nH]c1.c1cc[nH]c1. Its energy is -6193.19300 hartree.

Entry 2:
Computed, not measured: a 4-piece molecular cluster, C36H49F9O4S overall, with the ωB97M-V functional and the def2-TZVPD basis.

Geometry as XYZ:
```
99
Properties=species:S:1:pos:R:3:forces:R:3:mulliken_charge:R:1
O 2.526809 2.002745 -3.408944 0.1421 -0.6343 0.9055 -0.60
C 2.715308 1.632779 -2.261905 0.0491 0.4328 -0.2066 0.08
C 1.634209 1.568563 -1.226068 0.9480 -0.0584 -1.2234 0.75
C 0.347840 1.327334 -1.640563 -0.3495 0.0844 -0.4257 -0.78
C -0.640420 1.256402 -0.683375 -0.3854 -0.0396 -0.6105 -0.28
C -0.292366 1.434014 0.629762 -0.9392 -0.0515 1.5575 -0.64
C 0.989350 1.683241 1.051617 0.5989 0.3045 0.2951 -1.37
C 1.976214 1.750734 0.096607 1.0610 -0.1618 -0.1747 0.76
C 3.419287 2.053990 0.434253 -0.8117 0.4716 0.6195 -0.06
O 3.653115 2.789572 1.368912 0.2317 -0.6608 -0.5476 -0.52
C 4.456423 1.424952 -0.472236 -0.3231 0.3219 1.0076 0.05
C 4.088149 1.208417 -1.778373 -1.2264 0.4576 -0.7690 0.57
C 4.920801 0.604771 -2.693456 -0.0741 -0.0132 -0.1991 -0.50
C 6.164153 0.196745 -2.277842 -0.1439 -0.1997 -1.2569 -0.89
C 6.558769 0.424931 -0.987904 1.4232 -0.6214 0.5251 -0.72
C 5.734355 1.028470 -0.075856 -0.9625 0.1776 0.6587 0.14
S 6.380879 1.213407 1.577013 2.7327 1.5926 0.5221 1.59
O 7.764326 0.821527 1.512401 -0.2042 -1.2897 -0.4122 -0.74
O 6.260124 2.512997 2.148153 -1.5123 0.0203 -0.0224 -0.60
C 5.611084 -0.102495 2.649024 0.7123 -0.6294 -0.5705 0.76
F 5.703164 -1.235293 1.914800 -0.4745 0.0097 -0.1344 -0.31
F 4.338125 0.152718 2.936359 -0.1276 0.0445 0.0389 -0.26
C 6.463132 -0.366701 3.934867 -0.7373 0.0520 0.3556 0.51
F 6.754203 0.814098 4.497101 0.2689 -0.0180 -0.0353 -0.27
F 7.567347 -1.055419 3.642573 0.1855 0.1506 -0.2193 -0.29
C 5.679643 -1.209492 4.991553 0.3335 0.3707 0.4364 0.62
F 5.082998 -2.266914 4.425789 -0.2214 0.1342 -0.1355 -0.27
F 4.771809 -0.404942 5.568484 -0.2384 -0.1550 -0.1279 -0.29
C 6.597058 -1.750772 6.137186 0.4102 -0.4539 0.4386 0.66
F 5.888442 -1.904170 7.256649 -0.1713 0.1520 -0.1439 -0.26
F 7.097347 -2.947993 5.827372 -0.0158 0.1356 -0.2864 -0.25
F 7.614830 -0.931898 6.401539 -0.1784 0.1217 -0.1117 -0.24
H 0.167050 1.225006 -2.705166 -0.1447 -0.0155 0.1089 0.61
H -1.677029 1.095134 -0.955826 0.0826 -0.0750 0.0073 0.34
H -1.050647 1.381623 1.406692 -0.0909 -0.0087 -0.2000 0.58
H 1.246091 1.851745 2.091113 -0.1393 -0.0514 -0.0375 0.58
H 4.537562 0.450325 -3.695529 0.2081 0.0090 0.0013 0.48
H 6.800796 -0.304632 -2.997377 0.1853 0.0241 0.2541 0.42
H 7.542434 0.092856 -0.674140 -0.1134 0.0890 0.1082 0.58
C -0.816117 -5.190935 -0.713289 0.1209 -0.0320 0.0959 -1.30
C -0.086037 -3.999464 -0.100643 -0.1597 -0.0117 -0.0279 -0.54
C -0.254205 -2.709822 -0.902656 0.1013 0.0682 0.0413 0.01
C 0.313233 -2.752173 -2.323593 -0.0650 -0.0770 -0.0317 -0.73
C 1.802020 -3.087098 -2.417974 -0.0734 0.1035 -0.0119 -0.77
C 2.686416 -2.058138 -1.725063 0.1224 -0.1858 -0.0144 -0.56
H -0.434937 -5.431284 -1.707013 -0.0325 -0.0004 -0.0072 0.29
H -0.688427 -6.077360 -0.089858 -0.0401 -0.0166 -0.0371 0.41
H -1.886521 -4.990330 -0.795405 0.0065 0.0024 -0.0458 0.29
H 0.974021 -4.239844 0.019346 0.0067 0.0359 -0.0094 0.29
H -0.476218 -3.832170 0.907289 0.0538 0.0160 0.0080 0.35
H 0.209797 -1.887342 -0.348795 -0.0128 0.0242 -0.0211 -0.08
H -1.320268 -2.465472 -0.962598 -0.0018 -0.0067 0.0141 0.43
H 0.139055 -1.777253 -2.792343 0.0302 0.0001 -0.0056 0.23
H -0.250206 -3.474121 -2.921532 -0.0107 0.0072 0.0167 0.44
H 2.079812 -3.139904 -3.474340 -0.0060 -0.0180 0.0116 0.36
H 1.999277 -4.080057 -2.004481 -0.0427 0.0059 0.0097 0.30
H 2.534265 -1.067912 -2.157727 -0.0542 -0.0033 0.0195 -0.08
H 3.739915 -2.319581 -1.845012 0.0179 0.0759 0.0347 0.45
H 2.479578 -2.001429 -0.654528 -0.0004 0.0511 -0.0032 0.23
C -2.788876 -1.354088 2.305236 -0.0970 -0.1473 0.0039 -0.65
C -4.267997 -1.099680 2.032234 0.1198 0.0934 -0.0846 -0.61
C -4.694276 0.340790 2.314037 -0.0917 -0.0280 0.0034 -0.40
C -4.541838 0.786674 3.769621 0.0906 0.0078 0.0028 -0.72
C -5.301411 -0.061660 4.788118 -0.0602 0.0765 -0.0015 -0.50
C -6.813426 -0.038509 4.587212 0.0665 -0.0964 0.0769 -1.21
H -2.536127 -1.191550 3.354266 0.0207 0.0147 -0.0125 0.37
H -2.529196 -2.385833 2.060807 0.0649 0.0232 0.0043 0.23
H -2.162344 -0.699016 1.695746 0.0210 -0.0017 0.0180 -0.04
H -4.874770 -1.799713 2.612648 -0.0222 0.0333 0.0077 0.34
H -4.471545 -1.320104 0.980263 -0.0380 -0.0201 0.0203 0.34
H -5.734113 0.467891 2.000056 0.0042 0.0250 0.0089 0.36
H -4.106527 1.015524 1.681374 0.0011 -0.0161 -0.0125 0.18
H -4.879940 1.824808 3.849994 -0.0117 -0.0106 0.0131 0.46
H -3.481477 0.798139 4.038960 -0.0022 -0.0035 -0.0136 0.27
H -5.074365 0.313849 5.789414 0.0263 -0.0229 -0.0064 0.39
H -4.943575 -1.094943 4.764337 0.0219 0.0153 -0.0162 0.26
H -7.196765 0.981880 4.653600 -0.0158 -0.0072 -0.0459 0.29
H -7.308715 -0.633169 5.356224 -0.0460 0.0221 -0.0256 0.38
H -7.098826 -0.449909 3.617819 -0.0202 0.0229 0.0010 0.29
C -4.937011 2.741581 -1.841309 -0.0633 -0.1644 -0.0056 -1.28
C -4.126051 1.848266 -2.775310 0.0570 0.1534 0.1003 -0.32
C -3.119312 2.623472 -3.626182 0.0418 -0.1151 -0.0392 -0.37
C -3.733187 3.640401 -4.589540 -0.0436 0.0625 0.0497 -0.96
C -4.736568 3.062224 -5.586169 0.0812 0.0051 -0.0573 -0.41
C -4.125876 2.031941 -6.531090 -0.1406 0.0154 0.0177 -1.19
H -5.539096 3.463138 -2.394995 0.0185 0.0219 0.0181 0.37
H -5.618732 2.140863 -1.236388 -0.0047 0.0517 0.0274 0.36
H -4.281255 3.290666 -1.161648 -0.0121 0.0437 -0.0270 0.27
H -4.802563 1.270262 -3.410326 0.0348 -0.0004 -0.0292 0.40
H -3.579542 1.118178 -2.170441 -0.0332 -0.0578 -0.0501 0.15
H -2.510972 1.908918 -4.189183 0.0051 0.0220 -0.0173 0.33
H -2.424779 3.150254 -2.962774 -0.0124 -0.0090 0.0138 0.33
H -2.922302 4.124735 -5.142699 -0.0087 -0.0122 -0.0109 0.41
H -4.219523 4.436332 -4.018526 0.0109 -0.0108 0.0126 0.36
H -5.147019 3.883347 -6.179791 -0.0209 -0.0006 0.0282 0.39
H -5.584739 2.618032 -5.057251 0.0130 0.0167 0.0211 0.24
H -3.305277 2.470273 -7.102932 0.0286 -0.0354 0.0223 0.30
H -4.874481 1.674279 -7.239673 0.0460 -0.0273 -0.0212 0.38
H -3.742822 1.164772 -5.990782 0.0228 0.0026 -0.0209 0.28
```
Forces are in eV/Å.

Its HOMO-LUMO gap is 8.94 eV. As for the SMILES: O=C1c2ccccc2C(=O)c2c1cccc2S(=O)(=O)C(F)(F)C(F)(F)C(F)(F)C(F)(F)F.CCCCCC.CCCCCC.CCCCCC. Its energy is -2999.08347 hartree.